[1]
32
Properties=species:S:1:pos:R:3 method="wB97M-V/def2-TZVPD" e_lumo_ev=0.8 e_homo_ev=-8.71
O 0.913 0.365 -1.946
O -0.431 2.552 1.632
N 0.555 2.409 0.647
C 1.269 1.510 -2.652
C -0.146 0.381 1.059
C -0.625 -1.051 0.666
C 1.667 0.436 -0.741
C -0.925 1.296 1.824
C -1.857 -3.592 0.256
C 0.799 1.142 0.314
C -0.527 -3.567 0.568
C 2.893 1.275 -1.078
C 0.129 -2.327 0.817
C -2.246 1.085 2.588
C -2.650 -2.413 0.212
C 2.401 2.241 -2.039
C -1.982 -1.165 0.264
H -2.199 -4.602 0.124
H -3.775 -2.608 0.082
H 1.111 -2.301 1.091
H 3.208 2.377 -2.740
H -2.427 0.031 2.714
H 2.058 3.184 -1.501
H 3.595 0.560 -1.576
H 2.064 -0.610 -0.502
H -3.144 1.481 2.036
H -0.134 -4.497 0.668
H 1.496 1.387 -3.697
H 0.372 2.130 -2.646
H 3.190 1.643 -0.119
H -2.597 -0.294 0.167
H -2.053 1.542 3.506


[2]
33
Properties=species:S:1:pos:R:3 method="wB97M-V/def2-TZVPD" e_lumo_ev=-0.2 e_homo_ev=-8.44
S 2.614 0.905 -2.135
O 3.006 -0.982 -0.364
O -2.269 1.775 -2.234
N 0.858 -0.387 -0.545
C 2.745 -2.723 1.355
C -2.451 1.262 -1.152
C -3.729 1.479 -0.369
C -1.439 0.418 -0.496
C -2.974 1.824 2.707
C -0.211 0.331 -1.021
C -3.635 2.784 0.439
C 0.449 -3.064 2.027
C 1.797 -3.378 2.126
C 2.282 -1.742 0.504
C 0.926 -1.397 0.411
C -0.012 -2.076 1.170
C -2.596 2.754 1.560
C 2.150 -0.168 -1.007
H -3.388 3.591 -0.254
H 0.023 0.905 -1.911
H -2.231 1.880 3.499
H -1.723 -0.078 0.416
H -3.037 0.789 2.379
H -1.625 2.466 1.153
H -3.935 0.637 0.290
H -4.549 1.581 -1.082
H 3.794 -2.963 1.403
H -0.265 -3.604 2.629
H -4.616 2.999 0.868
H -1.066 -1.873 1.096
H -3.939 2.107 3.123
H 2.114 -4.152 2.808
H -2.496 3.768 1.956


[3]
35
Properties=species:S:1:pos:R:3 method="wB97M-V/def2-TZVPD" e_lumo_ev=0.5 e_homo_ev=-8.75
O 3.287 -2.239 -0.057
O -4.983 -0.526 0.079
O -1.545 0.338 -0.241
O 1.205 1.876 -1.786
O -3.305 1.735 -0.023
N 0.886 -0.237 -1.054
C -0.656 1.460 -0.320
C -3.276 -1.932 -0.203
C 4.714 -0.890 0.988
C 4.243 -2.161 0.885
C -5.466 -1.766 0.060
C -2.856 0.622 -0.105
C 0.558 3.204 1.055
C 0.570 1.067 -1.145
C 3.142 -1.000 -0.581
C -3.646 -0.613 -0.080
C 3.995 -0.131 0.033
C -4.465 -2.680 -0.112
C 2.101 -0.781 -1.630
C -0.211 1.891 1.087
H -6.526 -1.885 0.175
H 4.095 0.914 -0.176
H -1.173 2.294 -0.808
H 0.405 1.098 1.520
H 0.919 3.449 2.051
H 1.407 3.134 0.380
H 1.877 -1.727 -2.130
H -2.283 -2.303 -0.344
H -4.566 -3.745 -0.166
H 4.495 -3.065 1.402
H -0.086 4.009 0.711
H 5.476 -0.536 1.652
H -1.107 2.001 1.702
H 0.323 -0.829 -0.463
H 2.453 -0.044 -2.356


[4]
30
Properties=species:S:1:pos:R:3 method="wB97M-V/def2-TZVPD" e_lumo_ev=0.9 e_homo_ev=-7.95
C 0.595 -0.147 0.982
C 1.748 1.205 3.079
C -0.661 0.005 -1.120
C -0.813 0.156 -3.608
C 0.695 1.748 2.454
C -2.425 -1.442 -2.421
C -1.198 -0.469 -2.408
C -1.058 1.725 0.608
C 2.086 -2.175 1.248
C -0.936 1.390 -0.883
C 2.187 -0.060 2.706
C 0.019 -0.738 -0.268
C 1.677 -0.797 1.644
C 0.105 1.146 1.333
H -2.929 -1.558 -3.426
H -1.019 2.763 0.750
H 2.960 -0.554 3.273
H -0.081 1.894 -1.249
H 2.070 1.834 3.830
H -2.228 -2.394 -1.977
H -1.980 1.287 0.889
H -3.071 -0.833 -1.716
H -1.809 1.849 -1.340
H 0.031 0.907 -3.627
H 2.734 -2.538 2.093
H -1.162 -0.220 -4.594
H 2.656 -2.194 0.321
H 0.410 2.749 2.774
H 1.219 -2.776 1.128
H 0.175 -1.763 -0.475


[5]
30
Properties=species:S:1:pos:R:3 method="wB97M-V/def2-TZVPD" e_lumo_ev=0.8 e_homo_ev=-8.65
C 2.179 -0.762 3.637
C -1.783 -0.353 -2.120
C 3.192 -0.151 1.498
C -0.889 1.768 -3.038
C -3.292 1.241 -3.144
C 1.883 1.540 2.842
C -4.386 0.494 -2.691
C 3.412 -1.480 1.228
C -1.998 0.871 -2.749
C 3.037 -2.382 2.226
C -4.236 -0.662 -1.917
C 2.475 0.177 2.669
C -2.894 -1.148 -1.837
C 2.273 -2.109 3.384
H -5.383 0.889 -2.718
H -0.834 -0.740 -1.717
H 3.463 0.721 0.878
H -2.685 -2.100 -1.326
H 4.029 -1.689 0.366
H 2.291 2.373 2.255
H 1.838 -0.448 4.634
H -0.317 1.332 -3.829
H -3.287 1.999 -3.928
H -5.021 -1.133 -1.343
H 1.841 -2.923 3.943
H 3.499 -3.335 2.092
H 1.953 1.971 3.835
H 0.841 1.484 2.535
H -1.026 2.733 -3.531
H -0.174 1.820 -2.135


[6]
30
Properties=species:S:1:pos:R:3 method="wB97M-V/def2-TZVPD" e_lumo_ev=1.0 e_homo_ev=-8.70
C -1.861 0.496 1.496
C 0.346 0.760 2.079
C 1.557 0.422 2.987
C 0.422 -2.195 -0.410
C -0.390 -0.578 -2.485
C 0.780 -0.219 -1.872
C 1.647 1.014 -2.055
C 0.539 1.822 1.166
C 1.149 -1.102 -0.772
C -1.753 1.493 0.492
C -1.166 -1.694 -2.167
C -0.501 2.037 0.265
C -0.774 -2.542 -1.171
C -0.789 0.000 2.212
H 2.535 0.742 2.529
H -2.028 -1.814 -2.800
H -2.581 1.710 -0.214
H 1.403 0.896 3.939
H 1.484 1.297 -3.132
H 1.570 -0.677 3.120
H -0.679 0.034 -3.363
H 1.478 2.388 1.067
H -2.916 0.251 1.662
H -1.048 -3.583 -1.051
H 0.680 -2.790 0.446
H -0.846 -0.790 2.940
H 2.080 -0.834 -0.281
H 1.552 1.928 -1.495
H 2.646 0.580 -1.942
H -0.370 2.699 -0.569


[7]
30
Properties=species:S:1:pos:R:3 method="wB97M-V/def2-TZVPD" charge=+1 e_lumo_ev="-4.4 / -8.1" s_squared=0.768 multiplicity=2 e_homo_ev="-10.97 / -10.97"
C -0.709 -1.640 1.206
C -0.950 -0.397 3.314
C -0.681 -2.836 2.003
C -0.766 -0.417 1.849
C 1.706 2.908 -1.081
C 0.983 1.215 -4.285
C -0.524 2.028 -2.444
C 0.436 3.415 -0.619
C -0.774 -4.271 1.446
C 0.760 1.631 -2.903
C -0.603 -1.495 4.083
C -0.641 2.910 -1.366
C -0.437 -2.690 3.368
C 1.891 2.067 -2.149
H 2.757 1.487 -2.428
H 0.119 1.325 -4.983
H -0.212 -3.574 3.950
H -1.241 -4.955 2.114
H -0.954 0.650 1.411
H 1.522 0.341 -4.254
H -1.101 -4.250 0.419
H 0.249 -4.716 1.599
H -0.933 -1.764 0.136
H 0.358 4.298 0.009
H 1.636 1.900 -4.720
H -1.006 0.518 3.795
H -1.695 3.227 -1.146
H 2.522 2.959 -0.458
H -1.217 1.584 -3.015
H -0.497 -1.460 5.148